23
Properties=species:S:1:pos:R:3:lowdin_spin:R:1 method="wB97M-V/def2-TZVPD" relative_energy_kcal_mol=8.6 spin_multiplicity=2 fmax_ev_per_a=1.5 charge=-1 mol_weight_g_mol=122.21
C 2.928 0.795 -1.056 0.014
C 3.570 0.330 0.269 0.017
H 3.406 0.167 -1.798 0.001
H 1.850 0.697 -1.065 0.003
H 3.202 1.830 -1.212 0.002
H 3.533 1.106 1.037 0.002
H 4.563 -0.091 0.136 0.001
H 2.957 -0.404 0.804 0.007
C -0.944 -2.340 -0.105 0.051
C -1.169 -0.257 1.268 0.067
C -1.360 -0.896 0.052 0.107
C -1.761 0.984 1.556 0.215
C -2.422 1.658 0.488 0.106
C -2.204 -0.309 -0.935 0.217
C -2.641 1.013 -0.706 0.082
H -0.603 -0.787 2.018 0.006
H -1.728 1.430 2.540 0.024
H -1.861 -2.961 -0.108 0.024
H -0.213 -2.758 0.587 0.006
H -2.912 2.612 0.648 0.008
H -2.405 -0.895 -1.819 0.033
H -3.206 1.536 -1.468 0.005
H -0.580 -2.462 -1.132 0.002

52
Properties=species:S:1:pos:R:3:mulliken_charge:R:1 method="wB97M-V/def2-TZVPD" energy_ev=-48338.9280 fmax_ev_per_a=3.6 charge=0 mol_weight_g_mol=479.40
C 0.020 3.409 -1.016 -1.219
C -0.067 3.576 0.483 0.932
N 0.024 2.390 1.143 -0.278
C 0.873 2.267 2.192 0.489
C 2.191 1.581 1.919 -1.039
O 0.637 2.598 3.361 -0.629
O -0.309 4.685 0.993 -0.716
H 0.980 2.954 -1.290 0.314
H -0.783 2.751 -1.373 0.213
H -0.068 4.382 -1.504 0.341
H 2.471 1.661 0.865 0.274
H 2.966 2.027 2.549 0.342
H 2.109 0.523 2.189 0.243
C -4.930 3.819 -2.598 -0.901
N -5.110 4.598 -1.387 0.189
C -5.826 5.786 -1.332 -0.775
C -5.831 6.190 -0.042 -0.343
N -5.131 5.241 0.693 0.486
C -5.078 5.217 2.126 -0.951
C -4.502 6.289 2.786 0.306
F -3.879 7.245 2.052 -0.374
C -4.464 6.329 4.177 0.549
F -3.885 7.366 4.818 -0.307
C -4.996 5.266 4.904 0.498
F -4.903 5.262 6.251 -0.355
C -5.551 4.164 4.249 0.524
F -5.998 3.110 4.961 -0.351
C -5.589 4.150 2.859 0.733
F -6.089 3.072 2.209 -0.391
C -4.643 4.313 -0.149 0.466
C -3.806 3.170 0.229 -0.034
C -2.958 3.359 1.404 -0.768
C -2.453 2.267 2.034 -0.690
C -2.312 2.242 3.481 0.932
C -2.496 1.048 4.205 -0.501
C -2.547 1.069 5.595 -0.731
C -2.401 2.285 6.277 -0.527
C -2.127 3.461 5.570 -1.095
C -2.061 3.435 4.182 0.426
O -3.848 2.103 -0.417 -0.761
H -4.680 2.790 -2.324 0.343
H -5.865 3.847 -3.170 0.378
H -4.124 4.240 -3.210 0.315
H -6.279 6.221 -2.204 0.478
H -6.285 7.047 0.418 0.506
H -2.703 4.381 1.677 0.758
H -2.372 1.314 1.502 0.425
H -2.619 0.121 3.640 0.411
H -2.701 0.143 6.154 0.383
H -2.480 2.322 7.364 0.407
H -1.941 4.403 6.091 0.507
H -1.775 4.320 3.613 0.570

25
Properties=species:S:1:pos:R:3:mulliken_charge:R:1 method="wB97M-V/def2-TZVPD" relative_energy_kcal_mol=119.5 fmax_ev_per_a=5.0 charge=0 mol_weight_g_mol=167.19
C 0.993 -0.400 2.606 0.412
C 1.999 2.584 -0.651 -0.492
C -0.101 1.755 0.796 -0.818
C 1.166 -0.798 1.322 -1.428
C 0.107 -0.813 0.317 3.045
C -0.603 0.475 0.174 0.157
C 0.738 -1.205 -1.070 -1.728
C -0.995 -1.954 0.688 -1.897
C -2.012 0.538 -0.439 -1.942
N 0.876 -0.090 3.709 -0.689
P 0.350 2.541 -0.873 -0.033
H 2.499 2.208 0.320 0.211
H 2.731 2.934 -1.232 0.387
H -0.722 2.310 1.388 0.604
H 0.783 1.421 1.313 0.128
H 2.202 -1.206 0.955 0.042
H 0.565 -0.493 -1.848 0.393
H 0.357 -2.198 -1.510 0.334
H 1.711 -1.305 -0.913 0.462
H -1.775 -1.777 0.082 0.610
H -1.176 -1.820 1.747 0.404
H -0.454 -2.892 0.735 0.473
H -2.835 0.121 0.226 0.420
H -2.265 -0.079 -1.251 0.450
H -2.349 1.500 -0.525 0.496